1.
{"formula": "C19H29Br2F3NO3", "method": "ωB97M-V/def2-TZVPD", "species": ["C", "C", "C", "C", "C", "C", "C", "O", "C", "C", "C", "C", "F", "Br", "C", "F", "F", "Br", "C", "C", "O", "H", "H", "H", "H", "H", "H", "H", "H", "H", "H", "H", "H", "H", "H", "H", "C", "N", "C", "C", "C", "C", "O", "H", "H", "H", "H", "H", "H", "H", "H", "H", "H", "H", "H", "H", "H"], "positions_angstrom": [[6.835, -0.110, 1.042], [7.358, -1.301, 0.229], [6.495, -1.633, -0.991], [7.158, -2.700, -1.873], [5.053, -2.007, -0.710], [4.133, -1.959, -1.671], [2.706, -2.247, -1.438], [1.933, -2.440, -2.350], [2.230, -2.280, -0.018], [0.755, -2.193, 0.247], [0.308, -0.918, 0.975], [0.529, 0.367, 0.176], [1.259, 0.154, -0.943], [-1.202, 1.110, -0.450], [1.225, 1.508, 0.949], [0.480, 1.821, 2.029], [1.340, 2.598, 0.179], [2.984, 0.988, 1.543], [3.142, -2.418, 0.933], [4.591, -2.506, 0.627], [5.347, -2.995, 1.434], [7.651, 0.484, 1.456], [6.239, 0.561, 0.413], [6.212, -0.433, 1.880], [7.448, -2.178, 0.872], [8.361, -1.080, -0.148], [6.420, -0.703, -1.571], [6.687, -2.759, -2.856], [7.096, -3.686, -1.406], [8.213, -2.459, -2.025], [4.393, -1.687, -2.691], [0.223, -2.287, -0.702], [0.447, -3.034, 0.874], [0.817, -0.816, 1.938], [-0.756, -1.015, 1.187], [2.877, -2.523, 1.982], [-7.382, 3.334, -0.324], [-7.055, 2.003, 0.288], [-8.325, 1.221, 0.415], [-6.477, 2.212, 1.648], [-6.116, 1.192, -0.580], [-4.706, 1.714, -0.722], [-4.742, 2.972, -1.361], [-8.217, 3.758, 0.228], [-6.513, 3.977, -0.268], [-7.655, 3.181, -1.365], [-9.015, 1.776, 1.046], [-8.106, 0.255, 0.861], [-8.754, 1.087, -0.575], [-5.592, 2.835, 1.569], [-6.225, 1.246, 2.080], [-7.220, 2.712, 2.264], [-6.596, 1.117, -1.555], [-6.073, 0.199, -0.132], [-4.175, 0.968, -1.321], [-4.200, 1.764, 0.247], [-3.842, 3.256, -1.565]], "atomic_forces_ev_per_a": [[-0.038, 0.035, -0.057], [-0.032, -0.003, 0.123], [0.053, -0.001, -0.066], [0.028, -0.047, 0.001], [0.084, 0.051, 0.258], [-0.115, 0.152, -0.237], [-0.092, -0.067, 0.111], [-0.084, 0.062, -0.179], [-0.017, 0.025, -0.084], [-0.158, -0.074, -0.139], [-0.099, 0.005, 0.118], [-0.018, 0.123, -0.172], [0.052, 0.012, -0.018], [0.071, -0.124, 0.027], [-0.126, 0.097, 0.151], [0.080, 0.006, -0.148], [-0.060, -0.160, 0.148], [0.061, 0.080, -0.036], [0.021, -0.075, 0.186], [0.044, 0.022, -0.091], [0.103, -0.056, 0.159], [-0.039, -0.073, 0.022], [0.062, -0.016, 0.053], [-0.011, 0.004, -0.073], [0.084, 0.060, -0.077], [-0.074, 0.048, -0.017], [0.084, -0.114, -0.059], [-0.032, -0.026, 0.091], [0.031, 0.066, 0.003], [-0.056, -0.011, 0.020], [-0.048, -0.035, 0.036], [0.040, 0.000, 0.055], [0.021, 0.042, -0.045], [0.027, -0.052, -0.095], [0.078, 0.067, 0.084], [0.070, -0.029, -0.041], [-0.011, 0.011, 0.020], [-0.004, -0.034, 0.024], [0.014, 0.002, -0.001], [-0.014, 0.024, 0.000], [-0.012, -0.027, 0.013], [-0.009, 0.038, -0.020], [0.089, 0.004, 0.034], [0.009, 0.006, 0.007], [0.008, -0.025, -0.035], [-0.023, -0.004, 0.006], [0.000, 0.003, -0.006], [0.006, 0.004, 0.004], [0.005, 0.000, 0.000], [-0.003, 0.002, -0.005], [-0.004, -0.001, -0.004], [0.000, -0.003, -0.004], [0.017, 0.023, -0.005], [-0.025, -0.002, -0.018], [-0.002, -0.001, 0.001], [-0.001, -0.004, -0.003], [-0.035, -0.009, -0.019]], "lowdin_charge": [-0.094, -0.225, -0.333, -0.047, -0.097, 0.070, -0.341, 0.117, -0.161, -0.113, -0.177, -0.774, 0.013, 0.833, -0.953, 0.032, 0.038, 0.924, 0.031, -0.324, 0.123, 0.073, 0.067, 0.062, 0.106, 0.111, 0.144, 0.078, 0.093, 0.082, 0.139, 0.122, 0.134, 0.105, 0.097, 0.138, 0.020, -0.367, 0.010, 0.020, -0.096, -0.268, -0.049, 0.113, 0.103, 0.119, 0.113, 0.114, 0.118, 0.110, 0.120, 0.117, 0.147, 0.144, 0.114, 0.098, 0.108], "charge": 1, "gap_ha": 0.31927, "e_homo_ha": -0.4165}


2.
{"formula": "C19H29Br2N4O4ReS", "method": "ωB97M-V/def2-TZVPD", "species": ["Re", "C", "C", "C", "C", "C", "C", "C", "S", "O", "O", "N", "C", "C", "C", "C", "C", "N", "H", "H", "H", "H", "H", "H", "H", "H", "H", "H", "H", "Br", "C", "Br", "H", "H", "C", "N", "C", "N", "O", "H", "H", "H", "H", "H", "H", "C", "C", "O", "C", "C", "H", "H", "H", "H", "H", "H", "H", "H", "H", "H"], "positions_angstrom": [[-0.460, -0.844, -0.684], [4.522, 3.857, 3.769], [3.755, 3.354, 2.594], [2.679, 4.080, 2.068], [1.989, 3.628, 0.962], [2.365, 2.418, 0.383], [3.438, 1.675, 0.878], [4.120, 2.147, 1.977], [1.578, 1.890, -1.062], [2.319, 0.849, -1.702], [0.971, 2.958, -1.773], [0.141, 0.945, -0.523], [-1.124, 1.560, -0.292], [-1.530, 2.869, -0.196], [-2.898, 3.075, -0.044], [-3.791, 2.005, -0.027], [-3.306, 0.720, -0.144], [-1.983, 0.513, -0.248], [4.174, 4.836, 4.089], [5.584, 3.926, 3.527], [4.431, 3.165, 4.608], [2.405, 5.026, 2.516], [1.202, 4.231, 0.528], [3.755, 0.770, 0.375], [4.972, 1.594, 2.352], [-0.833, 3.689, -0.270], [-3.274, 4.087, 0.044], [-4.854, 2.170, 0.076], [-3.954, -0.144, -0.141], [1.774, -1.878, -1.626], [1.711, -3.831, -2.111], [0.722, -4.939, -0.949], [2.761, -4.099, -2.085], [1.305, -3.852, -3.115], [-1.360, -0.261, -3.843], [-2.130, -1.502, -3.821], [-2.145, -2.394, -2.841], [-2.852, -3.510, -2.947], [-1.475, -2.224, -1.744], [-1.256, 0.055, -4.878], [-0.350, -0.424, -3.462], [-1.865, 0.533, -3.291], [-2.714, -1.685, -4.625], [-3.351, -3.760, -3.788], [-2.808, -4.192, -2.207], [-3.157, -2.564, 1.015], [-1.766, -3.101, 1.204], [-0.734, -2.043, 1.014], [0.451, -2.233, 1.905], [1.209, -0.945, 2.082], [-3.861, -3.355, 1.277], [-3.350, -2.288, -0.021], [-3.352, -1.721, 1.678], [-1.523, -3.908, 0.519], [-1.631, -3.447, 2.225], [1.049, -3.034, 1.473], [0.036, -2.562, 2.854], [1.747, -0.629, 1.186], [1.964, -1.113, 2.853], [0.559, -0.140, 2.428]], "atomic_forces_ev_per_a": [[-0.057, -0.389, 0.132], [0.058, 0.042, 0.099], [-0.115, -0.083, -0.179], [0.096, -0.075, 0.038], [-0.094, 0.104, -0.022], [-0.177, -0.051, -0.210], [0.067, -0.151, 0.000], [-0.050, 0.098, 0.031], [0.319, -0.059, 0.211], [-0.072, 0.099, 0.052], [-0.091, 0.006, -0.027], [0.144, 0.436, -0.231], [-0.063, 0.058, -0.042], [0.070, -0.087, 0.004], [-0.071, -0.026, 0.006], [0.025, 0.048, 0.006], [0.009, -0.034, 0.056], [-0.061, 0.196, -0.031], [0.012, 0.000, 0.013], [0.000, 0.010, 0.003], [0.000, 0.005, 0.000], [0.008, 0.007, 0.003], [0.041, -0.008, 0.014], [0.008, 0.026, 0.017], [0.004, 0.008, 0.012], [-0.005, -0.021, -0.001], [-0.002, -0.006, -0.003], [0.008, -0.013, 0.005], [0.001, -0.038, 0.008], [0.120, -0.164, 0.036], [-0.103, 0.151, -0.042], [-0.028, -0.016, 0.078], [0.029, 0.074, 0.024], [-0.019, 0.024, 0.006], [-0.025, -0.017, 0.045], [-0.017, -0.040, 0.022], [-0.008, 0.146, -0.153], [0.038, -0.040, 0.044], [-0.020, -0.031, 0.131], [-0.007, 0.023, 0.002], [0.010, -0.004, -0.033], [0.019, 0.011, 0.003], [0.019, -0.028, -0.018], [-0.009, 0.007, 0.001], [-0.014, -0.005, -0.005], [0.032, 0.075, -0.029], [-0.039, -0.069, 0.064], [-0.011, -0.212, -0.141], [-0.026, 0.055, 0.102], [-0.021, -0.017, -0.041], [0.009, -0.005, 0.007], [-0.034, 0.030, -0.011], [0.002, -0.011, -0.001], [0.028, -0.004, -0.039], [0.034, -0.012, -0.006], [0.002, -0.023, -0.026], [-0.004, 0.000, 0.004], [0.012, -0.005, 0.011], [0.009, 0.006, -0.005], [0.011, 0.001, 0.005]], "mulliken_spin": [2.951, 0.000, 0.002, 0.000, 0.000, 0.007, 0.004, 0.000, 0.009, -0.006, 0.008, -0.211, 0.049, -0.011, 0.031, -0.010, 0.015, -0.101, 0.000, 0.000, 0.000, 0.000, 0.000, -0.001, 0.000, -0.002, 0.001, 0.000, -0.005, 0.005, 0.015, 0.002, 0.001, 0.001, 0.056, 0.009, -0.009, 0.015, 0.091, 0.009, -0.025, -0.011, 0.000, 0.000, 0.001, 0.006, 0.004, 0.084, -0.018, 0.046, 0.000, -0.002, 0.001, 0.006, -0.002, 0.000, -0.001, -0.017, 0.004, 0.001], "charge": 3, "gap_ha": [0.22473, 0.20416], "s_squared": 3.799, "e_homo_ha": [-0.6215, -0.6221], "spin_multiplicity": 4}


3.
{"formula": "C19H29IrO", "method": "ωB97M-V/def2-TZVPD", "species": ["Ir", "C", "C", "C", "H", "C", "C", "H", "H", "H", "H", "C", "C", "C", "H", "C", "C", "H", "H", "H", "H", "O", "C", "C", "C", "C", "C", "H", "H", "H", "H", "H", "H", "H", "H", "H", "H", "C", "C", "C", "C", "H", "H", "H", "H", "H", "H", "H", "H", "H"], "positions_angstrom": [[0.024, -0.237, 0.564], [1.839, 0.092, 1.519], [2.182, -0.677, 0.324], [2.161, 0.222, -0.796], [2.507, -1.707, 0.317], [1.758, 1.497, -0.349], [1.518, 1.427, 1.063], [1.237, 2.250, 1.718], [1.923, -0.237, 2.551], [2.442, -0.049, -1.811], [1.663, 2.383, -0.974], [-1.935, 0.185, 1.158], [-1.398, 1.493, 1.456], [-1.253, 2.201, 0.228], [-1.221, 1.866, 2.467], [-1.569, 1.340, -0.846], [-1.970, 0.063, -0.302], [-2.390, -0.773, -0.859], [-2.394, -0.497, 1.865], [-0.957, 3.246, 0.131], [-1.578, 1.575, -1.904], [0.200, -1.918, -1.045], [-0.290, -0.531, -4.399], [0.385, -1.818, -3.847], [0.504, 0.690, -4.038], [-1.767, -0.559, -4.104], [0.587, -2.397, -2.261], [1.414, -1.901, -4.241], [-0.088, -2.692, -4.325], [0.131, -3.415, -2.247], [1.673, -2.650, -2.152], [0.587, 1.416, -4.856], [1.546, 0.445, -3.779], [0.177, 1.280, -3.160], [-2.380, -0.552, -5.011], [-2.200, 0.232, -3.474], [-2.062, -1.476, -3.570], [1.386, -3.057, 2.602], [0.565, -3.194, 1.339], [-0.213, -4.500, 1.381], [-0.470, -2.048, 1.193], [0.710, -3.003, 3.462], [2.022, -2.168, 2.607], [2.028, -3.935, 2.725], [1.209, -3.180, 0.453], [-0.883, -4.488, 2.247], [-0.822, -4.626, 0.478], [0.464, -5.353, 1.471], [-1.223, -2.411, 0.479], [-0.987, -1.964, 2.160]], "atomic_forces_ev_per_a": [[0.930, -2.284, -2.303], [1.360, 0.064, -0.052], [0.297, 1.334, 0.933], [0.744, 0.203, 0.266], [-0.160, 0.152, -0.072], [0.396, -0.208, 0.684], [1.384, 0.459, -0.155], [0.045, -0.301, -0.296], [0.024, 0.312, -0.279], [-0.301, 0.010, 0.227], [-0.281, -0.286, 0.175], [-0.929, 1.058, -0.705], [-1.292, 0.186, -0.220], [-0.995, 0.189, -0.386], [-0.013, -0.169, -0.485], [-0.805, 0.496, 0.657], [-0.483, 0.929, 0.912], [0.329, 0.205, 0.208], [0.262, 0.115, -0.062], [0.231, -0.381, 0.042], [0.169, 0.072, 0.215], [-0.982, 0.670, -2.442], [0.679, -1.354, 3.516], [0.356, -0.524, -0.860], [0.733, 0.876, -0.222], [-0.971, -0.166, -0.182], [0.274, -0.769, 1.374], [-0.138, 0.457, 0.142], [-0.287, 0.263, 0.133], [-0.078, 0.145, -0.985], [0.170, 0.439, -0.894], [-0.180, 0.070, -0.134], [-0.276, -0.208, -0.258], [-0.396, -0.520, -0.254], [-0.041, 0.034, -0.232], [0.600, 0.206, -0.177], [0.329, 0.085, -0.228], [0.176, -0.111, 0.202], [-0.436, 0.729, -0.270], [-0.029, -0.108, -0.126], [-0.605, -1.733, 1.842], [0.160, 0.091, 0.021], [-0.173, -0.228, 0.021], [0.088, -0.021, 0.106], [-0.176, -0.185, 0.165], [-0.006, -0.095, -0.030], [0.101, 0.017, 0.085], [-0.012, -0.166, 0.058], [0.082, 0.184, 0.148], [0.127, -0.230, 0.177]], "mulliken_spin": [3.429, -0.485, 0.084, 0.374, -0.055, -0.031, 0.103, 0.206, -0.021, 0.017, -0.004, -0.480, -0.561, 0.122, 0.158, 0.267, 0.130, -0.013, 0.120, -0.019, 0.004, 0.285, 0.840, -0.077, -0.084, -0.045, 0.024, 0.022, 0.013, 0.018, -0.005, 0.039, 0.002, 0.047, 0.040, 0.030, 0.008, -0.188, 0.073, -0.039, -0.645, 0.150, 0.017, -0.063, 0.016, 0.072, -0.003, -0.021, -0.015, 0.144], "charge": -2, "gap_ha": [0.08452, 0.21142], "s_squared": 6.029, "e_homo_ha": [0.0887, -0.0339], "spin_multiplicity": 5}


4.
{"formula": "C19H29N3O4", "method": "ωB97M-V/def2-TZVPD", "species": ["C", "C", "C", "C", "H", "H", "O", "C", "O", "C", "C", "C", "C", "C", "C", "H", "H", "N", "C", "O", "C", "O", "N", "C", "H", "H", "C", "N", "C", "C", "H", "H", "H", "H", "H", "C", "C", "H", "H", "H", "H", "H", "H", "H", "H", "H", "H", "H", "H", "H", "H", "H", "H", "H", "H"], "positions_angstrom": [[5.416, 7.794, -4.003], [5.288, 6.477, -4.761], [4.507, 5.413, -3.993], [3.032, 5.772, -3.824], [2.905, 6.661, -3.204], [2.571, 5.929, -4.805], [2.325, 4.742, -3.137], [1.885, 3.712, -3.874], [2.038, 3.631, -5.070], [1.180, 2.697, -3.058], [1.056, 2.810, -1.676], [0.389, 1.844, -0.951], [-0.168, 0.746, -1.605], [-0.044, 0.628, -2.991], [0.624, 1.595, -3.708], [0.729, 1.520, -4.780], [-0.477, -0.225, -3.494], [-0.855, -0.251, -0.921], [-1.117, -0.380, 0.394], [-0.794, 0.360, 1.305], [-1.928, -1.657, 0.646], [-2.230, -2.406, -0.270], [-2.250, -1.799, 1.933], [-2.936, -2.939, 2.478], [-3.372, -3.483, 1.638], [-3.737, -2.594, 3.138], [-1.960, -3.856, 3.258], [-2.567, -4.982, 3.917], [-3.245, -5.917, 3.039], [-3.133, -7.343, 3.574], [-3.638, -7.445, 4.531], [-3.584, -8.039, 2.871], [-2.087, -7.603, 3.708], [-4.308, -5.658, 2.898], [-2.757, -5.873, 2.063], [-3.274, -4.657, 5.145], [-2.336, -4.742, 6.347], [-1.906, -5.737, 6.410], [-1.524, -4.025, 6.254], [-2.880, -4.531, 7.265], [-3.722, -3.653, 5.104], [-4.089, -5.369, 5.282], [-1.445, -3.258, 4.014], [-1.209, -4.231, 2.556], [-1.876, -1.095, 2.559], [-1.237, -1.018, -1.474], [0.292, 1.929, 0.119], [1.487, 3.661, -1.173], [4.561, 4.467, -4.536], [4.951, 5.263, -3.006], [4.802, 6.654, -5.723], [6.288, 6.087, -4.962], [4.448, 8.272, -3.879], [5.848, 7.627, -3.019], [6.062, 8.478, -4.548]], "atomic_forces_ev_per_a": [[0.009, -0.141, -0.205], [-0.030, -0.042, 0.237], [-0.245, 0.006, -0.120], [0.374, 0.212, -0.356], [-0.028, -0.079, -0.084], [0.045, 0.051, 0.161], [-0.119, -0.148, 0.298], [0.015, 0.018, -0.289], [0.019, 0.034, 0.099], [-0.099, -0.158, 0.165], [0.035, -0.016, -0.351], [-0.093, -0.114, 0.200], [0.305, 0.497, -0.059], [-0.032, -0.016, 0.159], [0.108, 0.197, 0.067], [0.001, -0.019, -0.076], [-0.042, -0.086, -0.067], [-0.292, -0.544, -0.237], [0.129, 0.179, -0.017], [0.002, -0.007, -0.087], [-0.175, -0.142, 0.079], [-0.002, -0.075, 0.003], [0.230, 0.318, 0.238], [-0.011, -0.490, 0.152], [-0.046, 0.046, 0.126], [0.002, -0.052, -0.109], [-0.154, 0.205, -0.233], [-0.085, -0.035, -0.056], [0.037, -0.244, 0.140], [-0.076, 0.246, -0.212], [-0.063, -0.052, 0.123], [-0.085, -0.146, -0.023], [0.106, -0.039, 0.017], [0.064, 0.011, -0.097], [-0.060, 0.048, -0.042], [0.287, -0.056, 0.236], [-0.303, 0.048, -0.139], [0.052, -0.102, 0.013], [0.117, 0.079, 0.023], [-0.002, 0.061, 0.174], [-0.082, -0.070, -0.024], [-0.041, 0.058, -0.038], [0.090, 0.031, -0.054], [0.047, 0.132, 0.021], [-0.021, -0.016, -0.187], [0.067, 0.166, 0.230], [0.001, 0.005, 0.023], [0.019, 0.050, 0.055], [-0.011, -0.014, 0.069], [0.022, -0.039, 0.031], [0.054, -0.040, -0.096], [-0.033, -0.002, -0.099], [-0.078, 0.124, 0.066], [0.042, 0.031, 0.136], [0.030, 0.134, 0.017]], "lowdin_charge": [-0.113, -0.260, -0.184, -0.169, 0.125, 0.131, -0.004, -0.450, 0.110, -0.126, 0.004, 0.009, -0.205, -0.005, -0.004, 0.121, 0.116, 0.148, -0.366, 0.080, -0.403, 0.065, 0.081, -0.147, 0.118, 0.121, -0.175, -0.206, -0.264, -0.084, 0.063, 0.069, 0.075, 0.119, 0.117, -0.255, -0.080, 0.071, 0.063, 0.069, 0.108, 0.109, 0.117, 0.127, 0.145, 0.144, 0.102, 0.119, 0.114, 0.119, 0.109, 0.105, 0.064, 0.074, 0.068], "smiles": "CCCCOC(=O)c1ccc(NC(=O)C(=O)NCCN(CC)CC)cc1", "gap_ha": 0.31400, "e_homo_ha": -0.3080}